16
Properties=species:S:1:pos:R:3:lowdin_charge:R:1 method="wB97M-V/def2-TZVPD" spin_multiplicity=1 e_above_lowest_kcal_mol=79.6 total_charge=+1
C -2.483 0.614 0.449 -0.083
C 0.206 -1.112 -0.811 -0.323
N -1.362 0.122 -0.159 -0.541
N -1.251 -0.988 -0.684 0.095
N 2.320 1.604 0.173 -0.125
N 0.682 -2.183 -0.009 0.126
S 0.209 0.786 0.103 0.984
H -2.191 1.407 1.096 0.067
H -3.085 -0.291 0.947 0.172
H -3.169 1.178 -0.321 0.159
H 0.732 -1.117 -1.729 0.116
H 2.659 1.229 1.034 0.031
H 2.936 1.264 -0.633 0.098
H 2.314 2.652 0.191 0.084
H 1.544 -2.530 -0.088 0.053
H -0.061 -2.635 0.440 0.088

16
Properties=species:S:1:pos:R:3:lowdin_charge:R:1 method="wB97M-V/def2-TZVPD" spin_multiplicity=1 e_above_lowest_kcal_mol=86.6 total_charge=+2
N -2.849 0.682 -0.152 0.288
C -1.951 -0.129 0.113 -0.076
N -0.627 0.187 -0.114 0.121
C 0.443 -0.635 -0.053 -0.243
N 0.351 -1.967 0.051 0.213
N 2.003 -0.223 -0.207 0.001
N 2.424 1.099 0.141 0.015
H -3.790 0.375 -0.122 0.168
H -2.481 1.448 -0.792 0.211
H -1.967 -0.986 0.809 0.192
H -0.543 1.033 -0.719 0.192
H 1.141 -2.534 0.302 0.140
H -0.430 -2.628 0.070 0.154
H 2.338 1.449 1.146 0.189
H 3.583 0.961 0.102 0.262
H 2.354 1.869 -0.574 0.172

16
Properties=species:S:1:pos:R:3:lowdin_charge:R:1 method="wB97M-V/def2-TZVPD" spin_multiplicity=1 e_above_lowest_kcal_mol=121.0 total_charge=+2
C 0.399 1.068 -1.277 -0.134
C -1.182 -0.629 2.175 0.031
N 0.307 0.176 -2.043 0.059
N 0.608 -0.425 0.653 0.265
N 0.916 2.067 -0.647 0.175
N -0.204 -0.645 -2.861 0.139
N 0.153 -0.792 1.734 -0.033
H -1.200 -0.440 3.212 0.106
H -1.814 0.048 1.522 0.145
H -1.479 -1.743 1.946 0.188
H 1.490 -0.811 0.599 0.112
H 0.297 2.709 -0.106 0.165
H 1.848 2.486 -0.980 0.198
H 0.140 -1.614 -2.982 0.171
H -0.880 -0.256 -3.547 0.177
H 0.602 -1.201 2.600 0.237

18
Properties=species:S:1:pos:R:3:lowdin_charge:R:1 method="wB97M-V/def2-TZVPD" spin_multiplicity=1 e_above_lowest_kcal_mol=59.6 total_charge=0
H 1.109 2.091 0.178 0.061
N 1.381 1.694 -0.753 0.020
N 1.377 0.488 -0.839 -0.110
N 2.072 -0.507 -0.002 -0.012
C 2.003 -1.750 0.148 -0.081
H 1.050 -2.276 0.095 0.052
H 2.917 -2.312 0.319 0.064
N -0.190 0.514 1.837 -0.014
N -0.634 -0.440 0.930 -0.026
C -1.033 -0.031 -0.238 -0.586
N -1.483 -1.009 -1.126 0.100
N -1.466 1.274 -0.441 0.088
H -0.055 0.061 2.733 0.078
H -0.419 1.499 1.712 0.060
H -1.705 -0.756 -2.077 0.085
H -1.716 -1.884 -0.679 0.085
H -2.358 1.403 -0.905 0.087
H -0.850 1.941 -0.892 0.050

13
Properties=species:S:1:pos:R:3:lowdin_charge:R:1 method="wB97M-V/def2-TZVPD" spin_multiplicity=1 smiles=COC.N e_above_lowest_kcal_mol=20.4 total_charge=0
C -1.788 0.145 -0.819 -0.141
O -0.585 0.863 -0.951 -0.251
C 0.561 0.002 -1.045 -0.100
H -2.121 -0.215 -1.799 0.085
H -1.682 -0.768 -0.221 0.082
H -2.513 0.812 -0.361 0.086
H 0.253 -0.868 -1.633 0.086
H 1.333 0.588 -1.523 0.087
H 0.843 -0.284 -0.035 0.042
N 1.432 0.011 2.351 0.008
H 0.859 0.655 1.824 -0.001
H 1.058 -0.928 2.291 0.008
H 2.349 -0.013 1.920 0.010

13
Properties=species:S:1:pos:R:3:lowdin_charge:R:1 method="wB97M-V/def2-TZVPD" spin_multiplicity=1 e_above_lowest_kcal_mol=93.8 total_charge=0
N 1.757 -0.975 1.434 -0.004
H 2.245 -1.549 0.779 -0.016
H -4.507 -2.513 -0.645 0.009
H 1.061 -0.394 0.896 -0.024
H 2.475 -0.403 1.973 0.040
C -0.529 1.024 0.269 -0.042
O 0.446 0.544 -0.874 -0.071
C -0.895 0.158 -0.907 -0.240
H -0.709 0.648 1.241 0.094
H -0.898 1.947 0.098 0.060
H -1.017 -0.882 -0.924 0.084
H -1.811 0.520 -1.404 0.110
H -4.162 -1.994 -1.233 -0.001

13
Properties=species:S:1:pos:R:3:lowdin_charge:R:1 method="wB97M-V/def2-TZVPD" spin_multiplicity=1 smiles=COC.N e_above_lowest_kcal_mol=18.1 total_charge=0
C 0.911 1.585 0.459 -0.124
O 0.220 0.362 0.418 -0.264
C 1.009 -0.779 0.630 -0.125
H 0.157 2.361 0.360 0.085
H 1.616 1.656 -0.376 0.087
H 1.444 1.713 1.399 0.084
H 0.931 -1.127 1.656 0.084
H 2.057 -0.586 0.395 0.081
H 0.664 -1.554 -0.055 0.080
N -2.160 -1.052 -1.112 0.027
H -3.110 -1.194 -0.822 -0.001
H -1.701 -0.195 -0.850 -0.013
H -2.038 -1.189 -2.102 -0.001

13
Properties=species:S:1:pos:R:3:lowdin_charge:R:1 method="wB97M-V/def2-TZVPD" spin_multiplicity=1 smiles=CNC.O e_above_lowest_kcal_mol=13.9 total_charge=0
C -2.006 -1.472 1.708 -0.155
N -2.039 -0.607 0.532 -0.187
C -0.799 0.138 0.352 -0.162
H -2.851 -2.158 1.688 0.070
H -1.087 -2.060 1.730 0.074
H -1.989 -0.886 2.634 0.071
H -2.773 0.052 0.642 0.074
H -0.343 0.413 1.322 0.071
H -1.032 1.090 -0.127 0.073
H -0.026 -0.391 -0.206 0.070
O 5.173 2.030 -3.769 -0.062
H 4.931 1.183 -3.377 0.033
H 4.842 2.667 -3.129 0.029

15
Properties=species:S:1:pos:R:3:lowdin_charge:R:1 method="wB97M-V/def2-TZVPD" spin_multiplicity=1 smiles="CC(N)=O.O.O" e_above_lowest_kcal_mol=15.4 total_charge=0
C -0.538 -1.759 0.792 -0.020
C -0.170 -0.628 -0.105 -0.606
N 0.395 -1.004 -1.287 0.148
O -0.272 0.521 0.266 0.043
H 0.323 -2.128 1.353 0.089
H -0.848 -2.663 0.272 0.075
H -1.261 -1.415 1.511 0.081
H 0.600 -0.386 -2.060 0.077
H 0.834 -1.902 -1.368 0.096
O -0.085 1.432 -3.389 -0.062
H -0.789 0.849 -3.700 0.041
H -0.465 1.795 -2.578 0.040
O 0.758 2.100 3.621 -0.063
H 1.508 2.689 3.504 0.030
H 0.009 2.498 3.169 0.030

15
Properties=species:S:1:pos:R:3:lowdin_charge:R:1 method="wB97M-V/def2-TZVPD" spin_multiplicity=1 smiles="CC(N)=O.O.O" e_above_lowest_kcal_mol=24.3 total_charge=0
C 0.789 -0.684 1.744 -0.005
C 0.501 -0.288 0.277 -0.498
N -0.766 -0.282 -0.248 0.153
O 1.446 0.143 -0.466 -0.033
H 0.139 -1.255 2.375 0.058
H 1.793 -1.103 1.550 0.091
H 0.761 0.202 2.388 0.081
H -0.939 -0.178 -1.246 0.120
H -1.548 -0.317 0.348 0.038
O -3.700 -0.330 0.278 -0.057
H -3.790 0.631 0.107 0.066
H -4.277 -0.545 1.002 0.034
O 3.272 1.712 -2.587 -0.072
H 3.463 1.272 -3.442 0.044
H 2.856 1.022 -2.081 -0.019

15
Properties=species:S:1:pos:R:3:lowdin_charge:R:1 method="wB97M-V/def2-TZVPD" spin_multiplicity=1 smiles="CNC=O.O.O" e_above_lowest_kcal_mol=19.2 total_charge=0
C -1.230 -1.153 -0.706 -0.060
N -1.675 -0.549 0.539 -0.011
C -1.320 0.713 0.828 -0.363
O -0.727 1.452 0.062 -0.015
H -1.904 -1.864 -1.170 0.085
H -0.224 -1.565 -0.612 0.073
H -1.094 -0.332 -1.377 0.074
H -2.148 -1.057 1.263 0.127
H -1.597 1.029 1.846 0.136
O 1.953 1.497 1.025 -0.072
H 1.154 1.552 0.478 -0.008
H 1.836 2.205 1.666 0.036
O 2.029 -0.877 -1.422 -0.065
H 2.839 -0.602 -1.868 0.040
H 2.107 -0.448 -0.553 0.022

15
Properties=species:S:1:pos:R:3:lowdin_charge:R:1 method="wB97M-V/def2-TZVPD" spin_multiplicity=1 e_above_lowest_kcal_mol=184.6 total_charge=0
C 2.236 -0.085 -0.175 -0.287
N 1.273 -0.154 -1.203 0.172
C 0.025 0.125 -0.873 -0.142
O 1.934 -0.869 0.940 0.006
H 3.243 -0.332 -0.505 0.127
H 2.247 0.928 0.242 0.162
H -0.507 0.563 -1.730 0.130
H -0.126 0.758 0.010 0.103
H -0.572 -0.819 -0.608 0.206
H 1.449 -1.644 0.628 0.105
H -3.396 0.989 -0.265 -0.015
O -2.543 0.672 -0.580 -0.264
H -1.782 -0.440 2.198 -0.002
H -2.051 0.291 0.491 -0.074
O -1.429 0.015 1.430 -0.229

16
Properties=species:S:1:pos:R:3:lowdin_charge:R:1 method="wB97M-V/def2-TZVPD" spin_multiplicity=1 smiles="CNC(=O)O.O.O" e_above_lowest_kcal_mol=11.3 total_charge=0
C -1.444 -0.833 -1.673 -0.098
N -0.588 -0.848 -0.534 0.036
C 0.352 0.103 -0.277 -0.603
O 1.057 0.077 0.699 0.082
O 0.425 1.082 -1.231 0.087
H -1.008 -0.701 -2.659 0.086
H -1.941 -1.804 -1.798 0.090
H -2.304 -0.202 -1.601 0.073
H -0.447 -1.720 -0.043 0.112
H -0.023 1.879 -0.933 0.122
O -0.783 -2.657 1.960 -0.052
H -0.480 -3.442 2.415 0.040
H -0.261 -1.875 2.155 0.030
O 2.492 3.640 0.791 -0.065
H 2.448 2.877 1.375 0.028
H 2.505 4.425 1.353 0.032

14
Properties=species:S:1:pos:R:3:lowdin_charge:R:1 method="wB97M-V/def2-TZVPD" spin_multiplicity=1 smiles=NCO.CS e_above_lowest_kcal_mol=28.2 total_charge=0
N -1.353 -0.751 -0.178 0.004
C -2.238 0.364 -0.012 -0.310
O -3.077 0.378 1.262 -0.116
H -1.770 -1.611 -0.488 0.062
H -0.750 -0.863 0.685 0.102
H -2.887 0.340 -0.945 0.124
H -1.825 1.339 -0.037 0.085
H -3.959 0.222 0.885 0.057
C 2.841 0.546 0.201 -0.443
S 3.311 -1.218 -0.244 0.504
H 1.777 0.577 0.063 -0.011
H 3.247 1.059 -0.662 0.007
H 3.269 0.733 1.189 0.027
H 3.416 -1.116 -1.717 -0.092

14
Properties=species:S:1:pos:R:3:mulliken_spin:R:1 method="wB97M-V/def2-TZVPD" spin_multiplicity=2 s2=0.758 e_above_lowest_kcal_mol=30.8 total_charge=+1
C 0.970 -1.297 0.854 0.073
C -0.270 -0.556 0.002 0.091
S -0.040 -0.395 -1.782 0.385
N 2.035 -0.299 1.204 0.412
H 0.688 -1.797 1.746 -0.001
H 1.186 -2.089 0.284 -0.009
H -1.040 -1.046 0.458 0.046
H -0.572 0.485 0.474 0.015
H -0.280 0.953 -1.992 -0.006
H 2.374 0.253 0.517 -0.003
H 1.513 0.300 1.971 -0.002
H -3.009 2.188 1.408 0.000
H -1.597 2.639 1.710 0.000
O -2.134 2.205 1.047 0.000

14
Properties=species:S:1:pos:R:3:lowdin_charge:R:1 method="wB97M-V/def2-TZVPD" spin_multiplicity=1 smiles="C=[N+](C)[O-].[SiH4]" e_above_lowest_kcal_mol=142.9 total_charge=0
C 2.087 -1.039 0.152 0.026
N 1.244 -0.338 -0.527 -0.408
C 1.428 1.191 -0.600 0.027
O 0.308 -0.824 -1.168 -0.107
H 2.056 -2.111 0.436 0.097
H 2.991 -0.577 0.521 0.068
H 1.603 1.580 0.424 0.095
H 2.258 1.271 -1.313 0.096
H 0.466 1.565 -0.952 0.077
Si -2.795 -0.116 0.594 0.577
H -1.564 0.225 -0.111 -0.152
H -3.034 -1.654 0.711 -0.100
H -2.922 0.652 1.824 -0.153
H -4.126 0.175 0.008 -0.144

13
Properties=species:S:1:pos:R:3:lowdin_charge:R:1 method="wB97M-V/def2-TZVPD" spin_multiplicity=1 smiles=CSC.N e_above_lowest_kcal_mol=4.8 total_charge=0
C -1.139 -0.297 -1.100 -0.420
S 0.433 0.257 -0.395 0.721
C 0.221 2.013 -0.762 -0.429
H -1.132 -1.374 -1.235 0.034
H -1.929 -0.009 -0.411 0.030
H -1.340 0.203 -2.041 0.028
H 1.127 2.552 -0.601 0.019
H -0.631 2.440 -0.240 0.037
H -0.014 2.068 -1.830 0.030
N 0.173 -2.019 2.290 -0.010
H 0.915 -1.767 1.625 -0.027
H -0.577 -1.407 1.979 -0.020
H 0.588 -1.540 3.090 0.006